A 2-piece molecular cluster, C8H12O6 overall. Source: the OMol25 dataset; level of theory: ωB97M-V/def2-TZVPD.

XYZ file:
```
26
C8H12O6, DFT ωB97M-V/def2-TZVPD
C 0.58 0.07 -4.05
C 0.47 0.91 -2.81
C 1.17 0.37 -1.58
O 1.64 1.55 -0.92
C 1.70 2.56 -1.84
O 2.24 3.59 -1.63
O 1.08 2.21 -2.98
H 0.02 0.46 -4.89
H 0.17 -0.93 -3.85
H 1.63 -0.05 -4.33
H -0.59 1.11 -2.61
H 2.06 -0.21 -1.84
H 0.47 -0.23 -1.01
C -1.25 0.37 1.63
C -1.00 -1.05 2.05
C 0.13 -1.27 3.08
O -0.55 -1.76 4.24
C -1.86 -1.94 3.98
O -2.66 -2.36 4.75
O -2.15 -1.61 2.70
H -2.21 0.41 1.11
H -0.44 0.78 1.03
H -1.39 1.04 2.49
H -0.78 -1.67 1.18
H 0.62 -0.34 3.37
H 0.87 -2.00 2.74
```

Its energy above the lowest of the compared OMol25 structures with the same formula, charge and spin is 22.2 kJ/mol. Its LUMO energy is 0.27 eV. As for the net charge: 0. Its orbital gap is 11.480 eV. The SMILES is C[C@H]1COC(=O)O1.C[C@H]1COC(=O)O1.

Atom charges from the Löwdin analysis, given in e for atoms 1 to 6:
1 C -0.03
2 C -0.33
3 C -0.10
4 O 0.05
5 C -0.56
6 O 0.18

A 3-piece molecular cluster, C15H35N4O7S2 overall. Source: the OMol25 dataset; level of theory: ωB97M-V/def2-TZVPD.

XYZ file:
```
63
C15H35N4O7S2, DFT ωB97M-V/def2-TZVPD
C 5.94 2.41 4.40
C 6.52 3.52 3.51
C 6.09 3.47 2.04
O 5.21 4.59 1.68
C 3.95 4.48 1.95
N 3.34 3.53 2.64
C 2.04 3.89 2.66
N 1.08 3.21 3.24
C 1.31 1.96 3.99
C 0.07 1.07 3.95
C -0.44 0.86 2.51
C -1.03 1.59 4.88
N 1.85 5.05 1.98
N 3.10 5.43 1.52
H 5.59 1.57 3.80
H 5.09 2.76 4.97
H 6.69 2.04 5.09
H 7.61 3.49 3.53
H 6.25 4.50 3.90
H 6.92 3.58 1.35
H 5.55 2.55 1.81
H 0.13 3.56 3.20
H 2.17 1.46 3.54
H 1.56 2.22 5.02
H 0.40 0.10 4.32
H 0.37 0.94 1.79
H -0.87 -0.13 2.39
H -1.22 1.58 2.24
H -0.62 1.93 5.83
H -1.75 0.80 5.10
H -1.59 2.41 4.43
H 1.02 5.60 1.83
H 3.27 6.26 0.99
O -2.46 -0.99 0.67
S -2.85 -1.48 -0.62
O -4.10 -1.05 -1.17
O -2.79 -3.07 -0.60
C -3.48 -3.75 0.49
C -4.97 -3.83 0.27
C -1.56 -1.22 -1.78
H -3.23 -3.25 1.43
H -3.02 -4.74 0.50
H -5.44 -2.85 0.32
H -5.41 -4.47 1.04
H -5.19 -4.26 -0.71
H -0.63 -1.58 -1.36
H -1.52 -0.15 -1.96
H -1.80 -1.74 -2.71
O -1.24 -3.08 -5.09
S -1.99 -4.11 -5.75
O -1.29 -5.07 -6.54
O -3.15 -3.44 -6.59
C -2.78 -2.37 -7.51
C -2.18 -2.90 -8.79
C -3.00 -4.95 -4.58
H -2.11 -1.69 -6.99
H -3.73 -1.86 -7.69
H -1.21 -3.36 -8.62
H -2.05 -2.07 -9.49
H -2.83 -3.64 -9.24
H -3.55 -4.21 -3.99
H -2.33 -5.53 -3.95
H -3.68 -5.61 -5.12
```

Its LUMO energy is -2.58 eV. As for the net charge: +1. Its orbital gap is 9.610 eV.

Atom charges from the Löwdin analysis, given in e for atoms 1 to 6:
1 C -0.10
2 C -0.21
3 C -0.12
4 O 0.05
5 C -0.38
6 N 0.25

C4H11AgNO13S3 as an isolated structure at a distorted geometry. Source: the OMol25 dataset; level of theory: ωB97M-V/def2-TZVPD.

XYZ file:
```
33
C4H11AgNO13S3, DFT ωB97M-V/def2-TZVPD
Ag -18.29 2.63 -22.59
S -18.56 0.69 -20.42
O -18.62 2.16 -20.46
O -17.52 0.26 -19.47
O -19.86 0.10 -20.26
O -18.17 0.47 -21.84
S -21.44 2.54 -22.83
O -21.98 1.48 -21.96
O -21.08 3.76 -22.04
O -20.16 2.08 -23.43
O -22.39 2.91 -23.89
S -18.03 6.12 -22.67
O -19.30 6.63 -22.19
O -16.94 6.94 -22.09
O -17.84 4.67 -22.30
O -17.89 6.19 -24.16
C -16.26 3.31 -26.69
C -16.71 2.69 -25.35
C -15.60 2.88 -24.32
O -16.04 2.34 -23.09
C -15.03 2.16 -22.15
N -17.89 3.40 -24.84
H -16.89 2.87 -27.47
H -15.19 3.17 -26.91
H -16.47 4.38 -26.72
H -16.89 1.62 -25.52
H -15.34 3.94 -24.22
H -14.66 2.42 -24.65
H -15.40 1.60 -21.30
H -14.61 3.13 -21.85
H -14.16 1.61 -22.55
H -17.67 4.41 -24.71
H -18.65 3.42 -25.52
```

Its energy above the lowest of the compared OMol25 structures with the same formula, charge and spin is 0.0 kJ/mol. As for the spin multiplicity: 2. Its LUMO energy (spin up / spin down) is 8.74 / 8.74 eV. As for the net charge: -4. Its orbital gap (spin up / spin down) is 3.447 / 3.437 eV.

Atom charges from the Löwdin analysis, given in e for atoms 1 to 6:
1 Ag 1.05
2 S 0.16
3 O -0.39
4 O -0.45
5 O -0.37
6 O -0.44

An isolated ion of composition C28H39N4O6 and charge +1 at a distorted geometry. Source: the OMol25 dataset; level of theory: ωB97M-V/def2-TZVPD.

XYZ file:
```
77
C28H39N4O6, DFT ωB97M-V/def2-TZVPD
C 2.70 1.50 -2.19
C 2.43 0.50 -1.08
O 1.41 1.01 -0.25
C 1.15 0.33 0.92
C 1.54 -0.98 1.17
C 1.27 -1.63 2.37
N 1.72 -2.91 2.62
C 0.85 -3.92 3.20
C 0.22 -4.75 2.07
O 1.20 -5.36 1.27
C 2.07 -4.40 0.69
C 2.72 -3.54 1.78
C 0.59 -0.90 3.39
O 0.45 -1.52 4.59
C -0.19 -0.86 5.67
C -1.72 -0.89 5.56
C 0.18 0.39 3.13
C 0.44 1.01 1.91
N 0.01 2.34 1.67
C -0.79 2.64 0.65
O -1.34 1.76 -0.02
C -1.00 4.13 0.36
N -1.24 4.47 -1.02
C -0.32 3.95 -2.01
C -1.04 3.04 -3.03
N -2.16 2.38 -2.36
C -2.65 1.17 -3.06
C -1.66 0.05 -2.89
C -1.64 -0.64 -1.68
C -0.71 -1.65 -1.43
C 0.18 -1.94 -2.43
C 0.16 -1.26 -3.66
C -0.75 -0.26 -3.90
O 1.14 -1.74 -4.46
C 1.77 -2.78 -3.74
O 1.20 -2.85 -2.45
C -3.23 3.36 -2.06
C -2.57 4.66 -1.52
H 2.94 2.47 -1.78
H 3.53 1.16 -2.80
H 1.82 1.59 -2.83
H 3.34 0.34 -0.49
H 2.13 -0.46 -1.51
H 2.05 -1.52 0.39
H 0.08 -3.46 3.80
H 1.47 -4.57 3.83
H -0.38 -5.57 2.49
H -0.42 -4.10 1.46
H 2.82 -4.97 0.14
H 1.51 -3.78 -0.02
H 3.39 -2.80 1.35
H 3.30 -4.20 2.43
H 0.18 0.16 5.78
H 0.12 -1.43 6.55
H -2.15 -0.40 6.43
H -2.06 -0.38 4.66
H -2.07 -1.92 5.53
H -0.34 0.97 3.88
H 0.37 3.08 2.26
H -0.11 4.68 0.69
H -1.84 4.48 0.95
H 0.47 3.39 -1.51
H 0.15 4.78 -2.55
H -1.42 3.62 -3.88
H -0.35 2.28 -3.40
H -1.79 2.06 -1.37
H -2.79 1.41 -4.12
H -3.61 0.89 -2.63
H -2.34 -0.39 -0.91
H -0.69 -2.17 -0.49
H -0.77 0.24 -4.86
H 1.62 -3.74 -4.26
H 2.85 -2.58 -3.66
H -3.89 2.92 -1.31
H -3.81 3.57 -2.96
H -3.19 5.10 -0.74
H -2.50 5.39 -2.34
```

Its energy above the lowest of the compared OMol25 structures with the same formula, charge and spin is 7.3 kJ/mol. Its LUMO energy is -1.87 eV. As for the net charge: +1. Its orbital gap is 7.671 eV. The SMILES is CCOc1cc(N2CCOCC2)c(OCC)cc1NC(=O)CN1CC[NH+](Cc2ccc3c(c2)OCO3)CC1.

Atom charges from the Löwdin analysis, given in e for atoms 1 to 6:
1 C -0.04
2 C -0.23
3 O -0.05
4 C -0.21
5 C 0.05
6 C -0.13

A 2-piece molecular cluster, C2H7N2S3 overall at a distorted geometry. Source: the OMol25 dataset; level of theory: ωB97M-V/def2-TZVPD.

XYZ file:
```
14
C2H7N2S3, DFT ωB97M-V/def2-TZVPD
C -0.42 -0.09 0.18
C 1.90 0.36 0.49
N -1.48 -0.77 -0.14
N 0.78 -0.59 0.26
S -1.60 2.24 -1.09
S -3.13 -0.34 -0.25
S 1.12 -2.21 -0.42
H 1.65 1.15 1.11
H 2.47 0.76 -0.33
H 2.63 -0.20 1.18
H -1.40 -1.81 0.15
H -2.43 2.98 -0.27
H -2.31 1.17 -1.07
H 2.22 -2.66 0.21
```

Its energy above the lowest of the compared OMol25 structures with the same formula, charge and spin is 443.8 kJ/mol. Its LUMO energy (spin up / spin down) is -6.82 / -6.81 eV. As for the net charge: +1. Its orbital gap (spin up / spin down) is 6.822 / 6.570 eV.

Atom charges from the Löwdin analysis, given in e for atoms 1 to 6:
1 C -0.25
2 C -0.06
3 N -0.43
4 N -0.42
5 S 0.66
6 S 0.82

A 2-piece molecular cluster, C19H20F4N overall at a distorted geometry. Source: the OMol25 dataset; level of theory: ωB97M-V/def2-TZVPD.

XYZ file:
```
44
C19H20F4N, DFT ωB97M-V/def2-TZVPD
C 0.08 1.90 -2.08
N 0.60 1.17 -0.90
C 0.17 1.78 0.41
C 0.91 3.08 0.74
C 2.41 2.83 0.77
C 2.90 2.27 -0.57
C 2.09 1.04 -1.00
H 0.39 2.97 -2.14
H 0.35 1.38 -3.02
H -1.02 1.89 -2.04
H -0.93 1.91 0.39
H 0.39 1.02 1.18
H 0.67 3.85 -0.01
H 0.58 3.45 1.71
H 2.96 3.74 1.02
H 2.63 2.11 1.56
H 2.84 3.04 -1.35
H 3.95 1.98 -0.49
H 2.36 0.19 -0.36
H 2.32 0.76 -2.04
F -4.77 -1.10 1.26
C -3.91 -0.95 0.20
C -4.44 -0.91 -1.09
C -3.54 -0.72 -2.14
F -4.05 -0.52 -3.40
C -2.16 -0.69 -1.98
C -1.64 -0.83 -0.66
C -0.23 -0.99 -0.46
C 0.22 -1.79 0.66
C 1.47 -1.52 1.30
C 1.99 -2.44 2.20
F 3.22 -2.16 2.76
C 1.34 -3.62 2.54
C 0.05 -3.80 2.02
F -0.67 -4.90 2.44
C -0.52 -2.94 1.10
C -2.54 -0.89 0.45
H -5.51 -0.99 -1.25
H -1.49 -0.61 -2.84
H 0.41 -0.94 -1.34
H 2.00 -0.59 1.09
H 1.80 -4.37 3.16
H -1.52 -3.15 0.71
H -2.16 -0.94 1.47
```

Its energy above the lowest of the compared OMol25 structures with the same formula, charge and spin is 147.7 kJ/mol. Its LUMO energy is -5.73 eV. As for the net charge: +1. Its orbital gap is 6.856 eV.

Atom charges from the Löwdin analysis, given in e for atoms 1 to 6:
1 C -0.05
2 N -0.20
3 C -0.17
4 C -0.17
5 C -0.19
6 C -0.17

Number 1: M 204.18 g/mol, E_tot -763.50398 Ha. Number 2: M 447.60 g/mol, E_tot -2134.37531 Ha. Number 3: M 485.19 g/mol, E_tot -2533.05658 Ha. Number 4: M 527.64 g/mol, E_tot -1760.57681 Ha. Number 5: M 155.29 g/mol, E_tot -1384.01797 Ha. Number 6: M 338.37 g/mol, E_tot -1189.90906 Ha.